Here is a 15-piece molecular cluster, C89H197N11O15S4 overall at a distorted geometry from OMol25. Energies are from ωB97M-V/def2-TZVPD.

The value obtained for the HOMO energy is -8.069 eV. Its lowest unoccupied orbital energy is 0.06 eV.

Geometry as XYZ:
```
316
Properties=species:S:1:pos:R:3:mulliken_charge:R:1
C 0.55134 -0.34425 -5.62026 -0.78
S 0.47051 -1.83418 -4.43942 0.66
O 0.55407 -1.30470 -3.02238 -1.25
C -1.26601 -2.20160 -4.87462 -0.17
H 0.67527 -0.66524 -6.63413 0.50
H 1.35466 0.33155 -5.27443 0.30
H -0.39189 0.20210 -5.61216 -0.08
H -1.83248 -1.24376 -4.83897 -0.28
H -1.68200 -2.97356 -4.24947 -0.32
H -1.14049 -2.69276 -5.86004 0.68
C 0.54699 -4.08175 1.87276 -1.30
S 0.77408 -3.84526 3.68826 1.14
O -0.55819 -4.00832 4.37842 -1.05
C 1.62195 -5.50021 3.95561 -1.55
H 1.56445 -4.02712 1.54148 0.38
H 0.04758 -3.20794 1.44672 -0.49
H 0.06984 -5.04104 1.78347 1.21
H 1.06853 -6.34784 3.60288 0.48
H 1.82616 -5.59576 5.01675 0.41
H 2.59303 -5.54229 3.46503 0.45
C 5.21515 4.75503 -3.90081 -1.35
S 3.94917 4.63286 -2.54658 0.85
O 2.88708 5.66148 -3.01175 -0.73
C 3.28072 2.96662 -3.09550 -0.25
H 4.59513 5.04459 -4.70074 0.55
H 5.74779 3.78762 -4.00413 0.30
H 5.88647 5.56426 -3.69023 0.37
H 2.29265 2.96996 -2.62239 -0.49
H 3.94965 2.15367 -2.76994 0.07
H 3.25248 2.93230 -4.17606 0.72
C 3.82026 3.66688 3.56800 -1.43
S 3.90344 1.96120 4.26505 1.44
O 5.35341 1.50344 4.06036 -1.01
C 3.98313 2.54929 6.03142 -1.49
H 2.96511 4.15375 3.97356 0.75
H 3.76777 3.56561 2.48622 -0.25
H 4.67965 4.24588 3.90080 0.65
H 3.13463 3.21734 6.26664 0.34
H 4.95433 2.94757 6.04457 0.70
H 3.94032 1.71849 6.75831 0.15
C -4.27971 -3.03068 3.24407 -0.43
C -4.16875 -4.49676 2.75972 0.92
O -5.05826 -4.89504 2.02641 -0.67
N -3.11953 -5.25641 3.13070 0.22
C -3.14988 -6.65588 2.78656 -0.98
H -4.47790 -2.32536 2.40992 -0.02
H -3.47254 -2.65879 3.83928 -0.06
H -5.13738 -3.09267 3.93802 0.42
H -2.33996 -4.77413 3.55372 -0.02
H -4.22120 -6.86670 2.71444 0.35
H -2.70358 -7.26550 3.57205 0.35
H -2.59841 -6.83597 1.83312 0.21
C 3.82806 -2.07768 4.02010 1.84
C 5.01696 -2.30463 4.98929 0.27
O 5.13363 -3.44714 5.49733 -0.82
N 5.82817 -1.26857 5.19109 0.35
C 7.01173 -1.45698 6.05445 -1.22
H 3.86889 -2.70254 3.10477 0.46
H 3.69043 -1.05806 3.65221 -0.49
H 2.95626 -2.42453 4.59774 -1.20
H 5.60108 -0.38722 4.67709 -0.19
H 7.05703 -0.58014 6.73357 0.31
H 7.85978 -1.27741 5.43206 0.32
H 6.99256 -2.39928 6.50607 0.45
C 4.69991 -1.94302 -5.85493 -1.27
C 4.67890 -1.25502 -4.53138 0.61
O 5.17010 -0.12490 -4.29779 -0.60
N 4.00870 -1.97664 -3.61028 0.47
C 3.84552 -1.53751 -2.25834 -0.25
H 4.06581 -1.42125 -6.57838 0.25
H 4.46261 -3.01461 -5.74909 0.25
H 5.73457 -1.99195 -6.24574 0.40
H 3.51443 -2.79384 -3.90946 0.02
H 4.51883 -2.06146 -1.58151 0.25
H 2.82524 -1.77493 -1.93347 -0.02
H 3.98395 -0.48211 -2.24074 -0.09
C 2.26733 8.39296 1.00245 -2.07
C 1.62734 7.00950 0.85351 1.95
C 0.85054 6.68141 2.16308 -1.80
C 0.01255 5.38419 1.99716 0.44
C -1.04259 5.69875 0.89477 -0.58
C -0.38428 6.02427 -0.45589 1.88
N 0.51696 7.12203 -0.20532 0.14
O 1.07974 7.63044 -1.42039 -0.59
C 0.22070 4.72572 -1.06603 -0.25
C -1.46219 6.44243 -1.44656 -1.93
C 2.73207 5.94394 0.54937 -1.21
H 2.74413 8.61379 0.07169 0.41
H 2.97413 8.38159 1.85891 0.36
H 1.49236 9.14450 1.19282 0.50
H 1.61449 6.43177 2.87966 0.40
H 0.29926 7.56570 2.46253 0.45
H -0.48634 5.18273 2.92342 0.71
H 0.66689 4.56626 1.67425 -0.75
H -1.64583 6.53356 1.14773 0.95
H -1.65093 4.79765 0.77541 -0.88
H 0.77204 4.11830 -0.37932 -0.42
H -0.65963 4.12660 -1.46495 -0.42
H 0.79879 5.00172 -1.95337 0.77
H -2.27345 5.74441 -1.55707 -0.19
H -1.86772 7.39143 -1.07207 0.66
H -1.11466 6.75803 -2.43950 0.23
H 3.56376 6.10312 1.22801 0.59
H 3.16246 6.11130 -0.42101 0.33
H 2.47786 4.87034 0.60093 -0.27
H 1.62894 6.91933 -1.77904 0.48
C 5.82056 2.32886 0.77400 0.00
C 7.17441 2.16487 0.09369 1.78
C 8.33869 2.48964 1.07910 -1.51
C 8.34180 1.46758 2.22237 0.25
C 8.46112 0.05345 1.67286 -1.42
C 7.47368 -0.28628 0.50763 2.46
N 7.46374 0.86211 -0.46615 -0.13
O 6.53592 0.63224 -1.55167 0.12
C 8.00194 -1.47028 -0.34749 -1.81
C 6.16265 -0.68256 1.10075 -0.68
C 7.21673 3.19429 -1.04520 -2.44
H 5.69176 3.41990 0.86925 0.66
H 5.66830 1.96086 1.78554 -0.75
H 5.00955 1.92447 0.14450 -0.30
H 9.27729 2.38320 0.54001 0.37
H 8.22346 3.53815 1.39941 0.45
H 7.41778 1.61087 2.77297 -0.48
H 9.10737 1.73670 2.92535 0.57
H 8.17323 -0.61568 2.47619 0.34
H 9.48587 -0.11618 1.29338 0.37
H 7.28734 -1.64197 -1.17355 0.12
H 8.94836 -1.18749 -0.83112 0.48
H 8.24114 -2.40150 0.17696 0.40
H 6.29321 -1.65960 1.62410 0.60
H 5.89495 0.01911 1.82082 0.08
H 5.41439 -0.83406 0.33456 -0.95
H 7.52080 4.20364 -0.71255 0.43
H 6.32827 3.15209 -1.64625 0.29
H 8.02533 2.91514 -1.75372 0.51
H 7.06243 0.58470 -2.35959 0.21
C -2.86996 3.36263 -3.47642 -1.42
C -3.54459 2.49276 -4.54585 1.55
C -3.68412 1.15796 -3.90954 0.87
C -4.58700 0.31431 -4.80107 0.29
C -5.96388 0.93848 -4.83881 -1.25
C -5.94294 2.30333 -5.50393 1.78
N -4.88131 3.10083 -4.82785 1.41
O -4.61550 4.26635 -5.57729 -0.71
C -5.84201 2.21465 -7.02650 -1.92
C -7.28272 2.97037 -5.18929 -1.91
C -2.66539 2.40827 -5.79228 -1.92
H -2.69611 4.41732 -3.78320 0.71
H -1.88371 2.97920 -3.17796 0.32
H -3.51482 3.40772 -2.61950 0.13
H -2.68033 0.71299 -3.73204 -0.71
H -4.12746 1.33472 -2.92835 -1.03
H -4.67190 -0.74749 -4.43780 -1.00
H -4.18215 0.25519 -5.81962 0.76
H -6.30118 1.06123 -3.80989 -0.14
H -6.66365 0.27200 -5.29966 0.86
H -6.64968 1.62427 -7.44486 0.44
H -5.91876 3.18269 -7.54993 0.35
H -4.90900 1.72138 -7.28612 0.32
H -8.04890 2.49397 -5.78329 0.47
H -7.48164 2.96935 -4.11158 0.22
H -7.19412 4.01543 -5.44151 0.45
H -2.81395 3.26083 -6.43425 0.37
H -2.81903 1.47938 -6.30137 0.31
H -1.61257 2.52026 -5.48628 0.35
H -5.00351 4.96959 -5.07764 0.34
C 0.31418 -8.26248 -3.00825 -2.03
C 1.16348 -6.99423 -3.01961 2.27
C 0.22581 -5.82051 -2.55692 -1.43
C 0.99909 -4.56623 -2.10465 1.62
C 1.97400 -4.94886 -0.93423 -1.24
C 2.95688 -6.01655 -1.46137 1.26
N 2.13032 -7.19139 -1.90425 0.25
O 3.04601 -8.20133 -2.23190 -0.53
C 3.97042 -5.38431 -2.49027 -1.12
C 3.76501 -6.43488 -0.24981 -1.47
C 1.71198 -6.76213 -4.50146 -1.85
H 0.90779 -9.08752 -3.42611 0.45
H -0.53274 -8.13461 -3.71998 0.37
H -0.05767 -8.56499 -2.03391 0.38
H -0.41339 -5.39670 -3.37010 0.40
H -0.42218 -6.10198 -1.70100 0.21
H 0.33082 -3.78240 -1.75062 -0.32
H 1.57172 -4.08634 -2.89217 -0.82
H 1.43603 -5.31468 -0.03610 0.08
H 2.55626 -4.03218 -0.66428 0.36
H 4.92702 -5.91241 -2.43672 0.60
H 3.61822 -5.33535 -3.50638 0.09
H 4.09534 -4.35094 -2.17458 -0.12
H 4.28290 -5.49844 0.15489 0.17
H 2.97936 -6.67561 0.48460 0.45
H 4.56817 -7.16392 -0.36376 0.32
H 1.93501 -5.74618 -4.75035 0.36
H 1.00462 -7.25360 -5.17649 0.45
H 2.63758 -7.32168 -4.66187 0.35
H 3.72503 -7.85314 -2.81607 0.41
C -2.75009 -4.00011 -1.97043 -2.33
C -4.28079 -4.11318 -1.89870 1.95
C -4.64222 -3.02681 -0.89437 1.06
C -6.10972 -2.64194 -0.88340 -1.51
C -6.62358 -2.34565 -2.29534 0.08
C -6.30547 -3.46561 -3.25542 1.60
N -4.87356 -3.69198 -3.16799 1.05
O -4.40175 -4.58234 -4.14465 -0.61
C -7.31198 -4.65642 -3.11059 -1.85
C -6.65642 -2.96747 -4.64582 -1.72
C -4.67240 -5.59087 -1.40800 -1.24
H -2.42717 -2.92630 -2.11624 -0.71
H -2.29147 -4.54621 -2.81216 1.10
H -2.29267 -4.27436 -1.03483 0.66
H -4.39619 -3.42098 0.13322 -0.66
H -4.10496 -2.08839 -1.04187 -1.10
H -6.18163 -1.73674 -0.28899 0.74
H -6.71774 -3.40042 -0.38031 0.31
H -6.21858 -1.38100 -2.66044 -1.13
H -7.70835 -2.09765 -2.24078 0.58
H -7.09968 -5.56022 -3.69542 0.36
H -7.51211 -4.95166 -2.08444 0.29
H -8.22797 -4.25669 -3.54278 0.52
H -5.89685 -2.23785 -4.93867 0.22
H -6.56890 -3.73194 -5.39844 0.46
H -7.65374 -2.54216 -4.79111 0.42
H -5.33920 -5.57180 -0.55202 0.33
H -3.78325 -6.04106 -1.01099 0.52
H -5.01044 -6.22597 -2.24686 -0.09
H -4.80228 -5.41944 -3.88220 0.41
C 1.51233 -3.68603 7.58286 -1.15
C 1.02066 -2.23654 7.88328 1.22
C 2.24099 -1.33209 8.11997 -0.90
C 1.89124 0.15003 8.09119 -0.80
C 1.39593 0.47598 6.67039 -0.67
C 0.07541 -0.30224 6.44579 1.93
N 0.30952 -1.71708 6.65512 1.39
O -0.98107 -2.37704 6.43101 -0.60
C -1.02339 0.32836 7.26618 -2.00
C -0.19377 -0.15905 4.94680 -1.03
C 0.03142 -2.28850 9.10070 -1.94
H 0.60103 -4.31346 7.44029 0.40
H 2.17536 -3.71310 6.69103 -0.25
H 2.06034 -4.07040 8.48970 0.49
H 2.68662 -1.66798 9.09842 0.44
H 2.91411 -1.61048 7.31261 -0.04
H 1.11418 0.43392 8.81839 0.40
H 2.72820 0.79807 8.46074 0.37
H 2.21382 0.13438 6.01444 -0.58
H 1.27316 1.54954 6.51796 0.64
H -1.28707 1.24037 6.75774 0.51
H -0.71158 0.61632 8.26083 0.30
H -1.97052 -0.22307 7.36762 0.35
H -0.96919 -0.86776 4.71118 0.30
H 0.69963 -0.31540 4.32825 -0.58
H -0.71148 0.78663 4.64483 0.23
H 0.02658 -1.37169 9.67071 0.33
H -0.93289 -2.51450 8.72329 0.33
H 0.30687 -3.08501 9.76625 0.55
H -0.81687 -2.99775 5.66163 0.42
C -5.03219 1.80680 -0.36998 -1.32
C -5.66362 3.08991 0.10396 1.43
C -4.80411 3.60885 1.26276 -0.57
C -5.32545 4.99208 1.66489 -0.68
C -5.13675 5.85963 0.46100 -0.90
C -5.93175 5.48054 -0.76213 1.35
N -5.57264 4.08590 -1.00894 0.95
O -6.28471 3.49975 -2.11888 -0.59
C -7.40622 5.82270 -0.56307 -1.75
C -5.42669 6.24589 -1.99115 -1.39
C -7.11992 2.72245 0.58951 -1.97
H -4.93282 1.08787 0.41135 1.27
H -3.99924 1.94916 -0.73256 -0.54
H -5.53356 1.42329 -1.27210 0.10
H -4.82268 2.88231 2.08577 0.50
H -3.79119 3.78842 0.82723 -0.47
H -4.71718 5.38696 2.49485 0.49
H -6.41808 5.02414 2.01240 0.33
H -4.08439 5.89937 0.17051 -0.37
H -5.48023 6.87714 0.62088 0.66
H -7.56422 6.86990 -0.32643 0.41
H -7.97883 5.62673 -1.46448 0.29
H -7.87010 5.20448 0.18924 0.36
H -5.38537 7.31984 -1.87103 0.44
H -4.42395 5.87369 -2.14848 0.22
H -5.98617 5.95092 -2.87014 0.18
H -7.05588 1.73684 1.08822 0.48
H -7.78608 2.60661 -0.26360 0.34
H -7.55285 3.38161 1.34382 0.30
H -5.68071 3.37770 -2.86825 0.13
C -2.16854 -1.30057 0.67092 -0.97
C -1.19492 -0.06426 0.45852 1.97
C -1.46473 0.95471 1.57339 -0.98
C -0.38559 2.10263 1.65090 -0.07
C 0.97120 1.49853 1.80718 0.89
C 1.30681 0.39030 0.78067 3.07
N 0.16388 -0.58003 0.80262 0.32
O 0.47057 -1.66565 -0.12141 2.48
C 1.64026 0.97820 -0.58661 1.41
C 2.43760 -0.46988 1.29678 0.09
C -1.41143 0.48646 -0.92790 0.18
H -1.95569 -2.00610 -0.16418 -0.49
H -3.21616 -1.02080 0.68086 0.55
H -1.88125 -1.79956 1.61286 -0.38
H -2.39554 1.49616 1.35022 -0.67
H -1.56826 0.51390 2.56042 0.38
H -0.62920 2.69037 2.53051 1.01
H -0.38777 2.65439 0.75208 -0.69
H 1.04689 1.01949 2.77031 -0.49
H 1.83654 2.22607 1.66609 -0.58
H 1.03835 1.81978 -0.93036 -1.26
H 2.70949 1.29284 -0.43317 -0.40
H 1.62036 0.15180 -1.31138 -0.72
H 3.26434 0.08380 1.67334 -0.25
H 2.07520 -1.18659 2.04928 -0.53
H 2.87300 -1.11648 0.52171 -0.61
H -0.93877 1.44762 -0.96917 -0.59
H -2.48887 0.57603 -1.11313 -0.13
H -0.99400 -0.13401 -1.71213 -0.19
H 0.21162 -1.27888 -0.96240 -1.15
```


Here is C8H10 in the gas phase at a distorted geometry from OMol25. Energies are from ωB97M-V/def2-TZVPD.

The value obtained for the HOMO energy is -8.741 eV. Its lowest unoccupied orbital energy is 0.92 eV. The relative energy (zero: lowest compared OMol25 entry of this formula, charge and spin) is 443.7 kJ/mol.

Geometry as XYZ:
```
18
Properties=species:S:1:pos:R:3:nbo_charge:R:1
C -0.36500 -1.72471 -1.91245 -0.62
C -0.90186 -0.57080 -1.12705 -0.17
C 0.11266 0.43970 -0.55971 -0.28
C 0.32310 1.88780 -0.00684 -0.16
C 0.56456 1.78222 1.30466 -0.25
C 0.71629 0.50529 1.96310 -0.23
C 0.17233 -0.64491 1.55419 -0.18
C -0.72001 -0.29199 0.39644 -0.29
H 0.76384 -1.78354 -1.67671 0.21
H -0.65656 -1.53102 -2.99489 0.22
H -0.81080 -2.70214 -1.62961 0.22
H -1.85066 -0.19934 -1.63910 0.22
H 1.10322 0.00993 -0.57061 0.21
H 0.82260 2.76054 -0.67280 0.22
H 0.84250 2.62868 2.01146 0.22
H 1.29707 0.62328 2.86518 0.21
H 0.22502 -1.58307 2.15682 0.22
H -1.63828 0.39410 0.53790 0.22
```


Here is C8H10 in the gas phase at a distorted geometry from OMol25. Energies are from ωB97M-V/def2-TZVPD.

The value obtained for the HOMO energy is -8.708 eV. Its lowest unoccupied orbital energy is 1.12 eV. The relative energy (zero: lowest compared OMol25 entry of this formula, charge and spin) is 630.5 kJ/mol.

Geometry as XYZ:
```
18
Properties=species:S:1:pos:R:3:nbo_charge:R:1
C 1.50513 -0.45155 1.11146 -0.65
C 0.57890 0.14183 -0.10691 -0.06
C -0.88855 -0.15891 -0.22600 -0.11
C -1.57823 0.29565 1.13892 -0.62
C -1.56056 -0.06230 -1.52474 -0.16
C -1.46264 -1.27225 -0.98177 -0.16
C 1.40113 0.30817 -1.33309 -0.20
C 1.30119 1.36880 -0.54508 -0.18
H 2.48280 -0.29850 0.60348 0.21
H 1.43801 -1.59786 1.28367 0.21
H 1.58848 0.11820 2.02873 0.21
H -0.78559 0.02301 1.83430 0.21
H -2.48109 -0.25168 1.32387 0.21
H -1.70550 1.36181 1.18706 0.20
H -2.04903 0.67828 -2.08093 0.22
H -1.31792 -2.31807 -1.20403 0.23
H 1.82366 -0.18377 -2.22943 0.23
H 1.70979 2.29914 -0.27951 0.22
```


Here is C8H10 in the gas phase at a distorted geometry from OMol25. Energies are from ωB97M-V/def2-TZVPD.

The value obtained for the HOMO energy is -7.785 eV. Its lowest unoccupied orbital energy is 0.63 eV. The relative energy (zero: lowest compared OMol25 entry of this formula, charge and spin) is 469.4 kJ/mol.

Geometry as XYZ:
```
18
Properties=species:S:1:pos:R:3:nbo_charge:R:1
C -0.75011 0.77545 -2.02492 -0.66
C 0.39095 0.61304 -0.98833 0.06
C 1.01316 -0.57351 -0.61686 -0.22
C 0.65251 -1.95033 -0.29067 -0.21
C 0.31822 -2.07267 0.98835 -0.23
C 0.06641 -0.84876 1.84942 -0.25
C 0.01888 0.43723 1.53111 -0.16
C 0.29445 1.33265 0.32002 -0.48
H -0.44276 0.27873 -2.86032 0.22
H -1.05609 1.79342 -2.27630 0.22
H -1.54160 0.26144 -1.45944 0.22
H 1.73631 -0.21439 0.04278 0.18
H 0.66559 -2.74780 -1.01567 0.21
H 0.29099 -3.09961 1.31122 0.22
H -0.12094 -1.02846 2.91534 0.21
H -0.25456 0.92301 2.47268 0.20
H -0.60364 1.94536 0.15725 0.23
H 1.15780 1.87642 0.45455 0.23
```